Computed, not measured: a molecular structure, C41H37Cl5P2Ti in a non-equilibrium geometry, with ωB97M-V/def2-TZVPD.

Results
* 2S+1: 3
* HOMO-LUMO gap (alpha / beta): 0.2562 / 0.2849 Ha
* LUMO energy (alpha / beta): 0.252 / -0.181 eV
* net charge: 0
* HOMO level (alpha / beta): -6.7 / -7.9 eV
* max |F|: 0.0581 Eh/bohr
* ΔE to the lowest compared entry with this formula, charge and spin: 0.338 eV

Element x y z (Å)
Ti1 0.492 -0.205 4.687
C1 -2.534 0.022 5.949
C2 -2.552 -0.276 4.634
C3 -2.800 0.685 3.491
C4 -1.649 1.522 2.850
C5 -0.436 1.782 3.715
C6 -0.519 2.088 5.079
C7 -1.803 2.483 5.766
C8 -2.571 1.383 6.551
C9 2.428 0.125 4.465
H1 -2.507 -0.795 6.668
H2 -2.722 -1.330 4.348
H3 -3.606 1.383 3.781
H4 -3.221 0.064 2.668
H5 -1.350 1.061 1.887
H6 -2.043 2.519 2.580
H7 0.422 2.239 3.191
H8 0.348 2.605 5.511
H9 -2.480 2.943 5.025
H10 -1.546 3.263 6.502
H11 -2.157 1.331 7.573
H12 -3.617 1.712 6.688
H13 2.936 -0.279 5.356
H14 2.458 1.238 4.518
H15 2.873 -0.262 3.537
P1 -0.013 -2.075 -3.941
P2 1.938 0.571 -4.196
C10 -0.627 -0.477 -4.587
C11 0.207 0.588 -4.768
C12 -0.831 -3.251 -5.147
C13 -1.998 -2.956 -5.872
C14 -2.591 -3.934 -6.686
C15 -2.015 -5.194 -6.813
C16 -0.816 -5.472 -6.148
C17 -0.217 -4.506 -5.340
C18 -1.008 -2.202 -2.423
C19 -0.642 -1.332 -1.375
C20 -1.378 -1.344 -0.187
C21 -2.469 -2.220 -0.051
C22 -2.816 -3.090 -1.094
C23 -2.094 -3.082 -2.291
C24 2.603 1.313 -5.813
C25 2.557 0.521 -6.981
C26 2.928 1.052 -8.220
C27 3.368 2.379 -8.315
C28 3.457 3.159 -7.160
C29 3.077 2.630 -5.916
C30 2.018 2.032 -3.104
C31 3.170 2.115 -2.298
C32 3.353 3.223 -1.472
C33 2.391 4.239 -1.437
C34 1.231 4.140 -2.213
C35 1.031 3.030 -3.045
H16 -1.705 -0.400 -4.801
H17 -0.098 1.482 -5.338
H18 -2.455 -1.971 -5.807
H19 -3.510 -3.690 -7.218
H20 -2.489 -5.955 -7.438
H21 -0.347 -6.448 -6.264
H22 0.732 -4.716 -4.840
H23 0.189 -0.648 -1.513
H24 -1.098 -0.673 0.626
H25 -3.043 -2.214 0.880
H26 -3.658 -3.775 -0.974
H27 -2.387 -3.732 -3.109
H28 2.212 -0.510 -6.911
H29 2.865 0.430 -9.118
H30 3.636 2.798 -9.288
H31 3.811 4.192 -7.223
H32 3.137 3.259 -5.032
H33 3.913 1.320 -2.333
H34 4.258 3.300 -0.866
H35 2.548 5.118 -0.807
H36 0.481 4.925 -2.191
H37 0.128 2.947 -3.646
Cl1 0.073 -2.598 5.540
C36 0.419 -1.745 7.088
C37 0.568 -0.379 6.936
C38 0.742 0.410 8.093
Cl2 0.625 2.127 8.060
C39 0.925 -0.210 9.354
Cl3 1.269 0.720 10.751
C40 0.777 -1.626 9.491
Cl4 1.039 -2.380 10.989
C41 0.493 -2.405 8.329
Cl5 0.292 -4.110 8.454

Computed, not measured: a molecular structure, C57H38GeIMoN12, with ωB97M-V/def2-TZVPD.

Results
* 2S+1: 3
* HOMO-LUMO gap (alpha / beta): 0.1752 / 0.1740 Ha
* LUMO energy (alpha / beta): 1.702 / 1.701 eV
* net charge: -1
* HOMO level (alpha / beta): -3.1 / -3.0 eV
* max |F|: 0.0049 Eh/bohr
* ΔE to the lowest compared entry with this formula, charge and spin: 0.000 eV

Element x y z (Å)
Mo1 -1.170 -0.717 1.173
C1 0.743 4.897 -2.149
C2 -0.556 5.309 -1.841
C3 -1.398 4.490 -1.104
C4 -0.910 3.250 -0.719
C5 -1.548 2.201 0.097
N1 -0.698 1.117 0.202
C6 0.544 1.469 -0.473
N2 1.811 1.215 0.145
C7 1.842 0.487 1.351
C8 3.042 0.359 2.040
C9 4.282 1.046 1.975
C10 5.289 0.644 2.804
C11 5.112 -0.443 3.717
C12 3.926 -1.115 3.797
C13 2.871 -0.722 2.940
C14 1.561 -1.171 2.771
N3 1.038 -2.153 3.567
C15 -0.218 -2.248 3.724
N4 -1.220 -1.491 3.112
C16 -2.400 -1.685 3.842
N5 -3.549 -1.145 3.696
C17 -3.744 -0.133 2.799
N6 -2.786 0.431 1.973
C18 -3.368 1.503 1.348
N7 -2.748 2.383 0.511
C19 -4.712 1.605 1.726
C20 -5.752 2.494 1.368
C21 -6.987 2.310 1.921
C22 -7.227 1.256 2.861
C23 -6.235 0.396 3.235
C24 -4.952 0.551 2.652
C25 -2.155 -2.718 4.860
C26 -3.002 -3.289 5.798
C27 -2.471 -4.263 6.631
C28 -1.127 -4.640 6.534
C29 -0.284 -4.052 5.603
C30 -0.828 -3.094 4.761
N8 0.914 -0.419 1.805
C31 0.356 2.828 -1.050
C32 1.219 3.657 -1.748
H1 1.397 5.561 -2.703
H2 -0.898 6.283 -2.169
H3 -2.397 4.791 -0.816
H4 4.406 1.887 1.302
H5 6.241 1.162 2.786
H6 5.938 -0.725 4.360
H7 3.784 -1.933 4.493
H8 -5.558 3.300 0.670
H9 -7.803 2.975 1.663
H10 -8.218 1.155 3.290
H11 -6.409 -0.391 3.959
H12 -4.035 -2.973 5.867
H13 -3.103 -4.737 7.374
H14 -0.742 -5.401 7.202
H15 0.762 -4.320 5.524
H16 2.242 3.371 -1.958
N9 -4.701 -0.743 -1.458
C33 -4.097 0.255 -2.191
C34 -2.834 0.362 -1.707
N10 -2.652 -0.544 -0.690
C35 -3.794 -1.182 -0.570
C36 -3.831 -2.255 0.384
N11 -2.775 -2.390 1.142
C37 -2.915 -3.582 1.805
C38 -4.091 -4.153 1.449
N12 -4.670 -3.296 0.531
H17 -5.674 -0.992 -1.489
H18 -4.620 0.801 -2.955
H19 -2.063 1.048 -2.000
H20 -2.156 -3.942 2.479
H21 -4.569 -5.063 1.762
H22 -5.548 -3.434 0.067
C39 1.451 0.440 -1.076
Ge1 2.581 0.488 -2.668
C40 1.475 0.942 -4.212
C41 1.985 1.047 -5.506
C42 1.152 1.322 -6.582
C43 -0.213 1.485 -6.382
C44 -0.739 1.363 -5.104
C45 0.103 1.095 -4.033
C46 4.121 1.669 -2.472
C47 4.434 2.686 -3.371
C48 5.569 3.469 -3.194
C49 6.403 3.249 -2.106
C50 6.096 2.247 -1.194
C51 4.964 1.464 -1.379
C52 3.302 -1.302 -2.989
C53 2.419 -2.356 -3.228
C54 2.885 -3.643 -3.451
C55 4.250 -3.897 -3.450
C56 5.142 -2.858 -3.226
C57 4.670 -1.571 -2.997
H23 1.124 -0.574 -0.857
H24 3.045 0.899 -5.686
H25 1.567 1.403 -7.580
H26 -0.864 1.699 -7.221
H27 -1.804 1.473 -4.937
H28 -0.312 0.991 -3.039
H29 3.777 2.890 -4.210
H30 5.796 4.256 -3.903
H31 7.285 3.860 -1.964
H32 6.731 2.075 -0.333
H33 4.732 0.693 -0.651
H34 1.349 -2.181 -3.221
H35 2.179 -4.449 -3.612
H36 4.616 -4.902 -3.617
H37 6.208 -3.049 -3.222
H38 5.383 -0.775 -2.821
I1 0.013 -2.948 -0.165

Computed, not measured: a molecular structure, CH4IP in a non-equilibrium geometry, with ωB97M-V/def2-TZVPD.

Results
* 2S+1: 3
* HOMO-LUMO gap (alpha / beta): 0.2294 / 0.2102 Ha
* LUMO energy (alpha / beta): 0.759 / -3.557 eV
* net charge: 0
* HOMO level (alpha / beta): -5.5 / -9.3 eV
* max |F|: 0.1254 Eh/bohr
* ΔE to the lowest compared entry with this formula, charge and spin: 2.973 eV

Element x y z (Å)
C1 -0.478 0.319 -0.401
P1 1.034 -0.435 0.437
I1 -0.851 -0.806 -2.181
H1 -1.329 0.652 0.250
H2 0.099 1.544 -0.596
H3 0.778 0.470 1.410
H4 0.746 -1.744 1.081

Computed, not measured: 2 unconnected molecules or ions with the total composition C6H10 in a non-equilibrium geometry, with ωB97M-V/def2-TZVPD.

Results
* HOMO-LUMO gap: 0.3346 Ha
* LUMO energy: 1.042 eV
* net charge: 0
* HOMO level: -8.1 eV
* max |F|: 0.0784 Eh/bohr
* ΔE to the lowest compared entry with this formula, charge and spin: 2.718 eV

Element x y z (Å)
C1 -1.181 0.161 1.847
C2 -0.429 0.017 0.567
C3 -0.259 -1.116 -0.121
C4 0.697 -1.017 -1.213
C5 0.809 0.582 -1.408
C6 0.297 1.181 -0.081
H1 -1.946 0.943 1.765
H2 -1.677 -0.781 2.100
H3 -0.518 0.441 2.675
H4 -0.364 -2.147 0.205
H5 1.302 -2.202 -0.571
H6 0.661 -1.543 -2.154
H7 1.800 0.929 -1.694
H8 0.138 0.942 -2.223
H9 -0.378 2.045 -0.200
H10 1.139 1.547 0.528